# 1
DFT (ωB97M-V/def2-TZVPD) results for a molecular structure, C33H27N7OOsS5 in a non-equilibrium geometry.

Properties
* ΔE to the lowest compared entry with this formula, charge and spin: 34.5 kJ/mol
* largest force on an atom: 1.360 eV Å⁻¹
* gap between HOMO and LUMO: 4.77 eV
* LUMO: -7.206 eV
* HOMO level: -11.97 eV
* total charge: +2

```
74
Properties=species:S:1:pos:R:3:forces:R:3
Os -0.204961 0.384201 -0.033558 0.970 0.522 0.797
C 3.857468 -0.223685 -1.334828 -0.096 -0.111 -0.086
C 2.380004 -0.028320 -1.186567 0.313 0.096 -0.008
N 1.757182 0.131272 -0.056391 -0.180 -0.161 -0.087
N 2.438910 -0.253325 1.122281 0.148 0.083 0.086
C 1.996853 0.451481 2.249467 -0.350 0.009 -0.178
N 2.741658 0.299685 3.339712 0.040 -0.125 -0.002
S 0.604518 1.373219 2.257673 -0.393 -0.553 -0.388
C 1.470478 -0.017892 -2.315391 -0.192 -0.030 -0.158
C 1.894677 -0.119120 -3.635420 0.139 0.015 -0.022
C 0.962529 -0.200867 -4.647753 0.010 0.009 -0.118
C -0.386275 -0.196900 -4.312825 0.003 -0.016 -0.063
C -0.758079 -0.094997 -2.989295 0.136 0.041 0.077
N 0.142313 0.011944 -1.990615 -0.183 -0.187 -0.277
H 4.358330 -0.121122 -0.376820 0.015 0.041 0.006
H 4.259793 0.536530 -2.008076 -0.015 -0.039 0.014
H 4.104033 -1.198193 -1.766759 -0.038 0.043 0.028
H 3.650061 -0.131515 3.307547 0.123 0.074 -0.008
H 2.452664 0.769004 4.183474 -0.018 -0.035 0.043
H 2.955735 -0.137788 -3.853521 -0.091 0.005 -0.010
H 1.276319 -0.270705 -5.682052 -0.020 -0.013 0.076
H -1.150337 -0.279196 -5.075571 0.034 0.015 0.067
H -1.799927 -0.101672 -2.701129 0.025 0.011 0.061
N -4.074144 2.034276 -0.417847 -0.380 -0.054 -0.238
C -5.127230 1.103636 -0.184810 0.133 0.460 0.011
C -6.414839 1.557869 0.027980 -0.067 0.253 0.049
C -7.444567 0.652316 0.247096 -0.054 0.132 0.016
C -7.181005 -0.703892 0.267913 0.037 -0.164 -0.005
C -5.880973 -1.155366 0.071906 -0.057 -0.159 0.060
C -4.863720 -0.249287 -0.163882 0.266 -0.263 0.004
S -3.229847 -0.847028 -0.489418 0.004 -0.078 -0.184
N -2.291855 0.560553 -0.212647 0.493 -0.963 0.155
C -2.760901 1.738969 -0.331861 -0.512 0.759 0.090
C -1.756653 2.822421 -0.401588 -0.118 0.086 0.079
C -2.057989 4.168962 -0.416764 -0.222 0.214 -0.040
C -1.037335 5.098197 -0.530052 -0.075 0.117 -0.009
C 0.264488 4.646127 -0.635998 0.090 0.064 -0.034
C 0.499196 3.287095 -0.589947 -0.027 -0.170 -0.059
N -0.484197 2.384470 -0.459561 0.190 0.135 0.033
H -4.338996 2.993377 -0.532918 -0.096 0.101 -0.041
H -6.614539 2.626368 0.021562 -0.011 -0.113 0.003
H -8.451997 1.012964 0.409844 0.052 0.009 -0.028
H -7.980990 -1.412787 0.438312 0.055 0.018 -0.016
H -5.657727 -2.217331 0.082544 -0.037 0.064 0.037
H -3.083241 4.507312 -0.333703 0.086 0.021 0.011
H -1.254151 6.158663 -0.535943 -0.028 -0.055 -0.003
H 1.093575 5.335275 -0.738271 -0.057 -0.076 0.006
H 1.501717 2.887435 -0.646607 0.012 -0.037 0.046
O -0.130395 -1.644661 0.463188 -0.288 -0.135 0.070
C -0.003684 -2.308046 1.654101 -0.179 0.169 -0.206
C 1.489367 -2.434715 1.975236 0.383 -0.201 0.267
C 2.599497 -1.735409 1.207587 -0.059 0.803 0.205
C 3.917070 -2.172555 1.775011 -0.103 0.102 -0.288
C 3.797904 -3.053276 2.749437 0.226 -0.385 0.282
S 2.111593 -3.469395 3.097001 -0.040 -0.008 -0.017
C -0.752442 -1.726466 2.873217 0.233 0.036 -0.124
C -0.334515 -1.449952 4.147305 0.051 -0.135 -0.058
C -1.371590 -0.961037 4.991324 0.181 0.055 0.054
C -2.553845 -0.867350 4.334160 -0.145 0.055 -0.078
S -2.422464 -1.360942 2.702569 -0.079 -0.050 0.022
C -0.441828 -3.755751 1.411146 -0.095 0.020 0.182
C -0.901504 -4.682740 2.301350 0.031 -0.035 0.069
C -1.127825 -5.948502 1.689516 -0.032 -0.022 0.166
C -0.826820 -5.942567 0.361759 0.041 -0.067 -0.073
S -0.289780 -4.410407 -0.167439 0.074 0.093 -0.102
H 2.524100 -2.036169 0.160604 -0.123 -0.466 0.011
H 4.864300 -1.855697 1.351042 -0.140 0.062 0.082
H 4.589062 -3.570472 3.280926 -0.145 0.046 -0.031
H 0.677026 -1.580867 4.502747 0.035 -0.016 -0.001
H -1.229414 -0.682398 6.028640 -0.026 -0.071 -0.119
H -3.508920 -0.532020 4.716463 0.121 -0.031 -0.035
H -1.087515 -4.469721 3.349134 -0.009 -0.011 -0.114
H -1.516962 -6.813414 2.213176 0.041 0.105 -0.063
H -0.919946 -6.755104 -0.346725 -0.016 0.093 0.103
```
Forces are in eV/Å.

# 2
DFT (ωB97M-V/def2-TZVPD) results for a molecular structure, C5H7NO.

Properties
* ΔE to the lowest compared entry with this formula, charge and spin: 411.1 kJ/mol
* largest force on an atom: 0.545 eV Å⁻¹
* gap between HOMO and LUMO: 10.10 eV
* LUMO: 0.845 eV
* HOMO level: -9.26 eV
* total charge: 0

```
14
Properties=species:S:1:pos:R:3:forces:R:3
O 2.265725 0.076594 0.449075 0.183 -0.248 -0.106
C 1.242506 0.419892 -0.451531 -0.188 0.211 -0.220
C 0.112215 -0.581740 -0.687967 0.166 -0.409 -0.320
C -0.407289 -0.445397 0.766456 -0.036 -0.198 0.323
C -1.784628 -0.202316 0.184604 -0.310 -0.015 0.053
N -0.927560 0.530174 -0.828664 -0.083 0.091 -0.210
C 0.025095 0.963220 0.283046 0.099 0.459 0.255
H 2.821842 -0.613192 0.068816 -0.045 0.134 -0.024
H 1.607153 0.957810 -1.336403 -0.084 0.028 0.187
H 0.012190 -1.416105 -1.388907 0.243 -0.100 0.312
H -0.079592 -0.970998 1.668844 -0.076 0.044 -0.212
H -2.294078 -1.076848 -0.239420 0.003 0.194 0.038
H -2.491682 0.431990 0.729419 0.116 -0.014 -0.085
H -0.101899 1.926914 0.782635 0.012 -0.176 0.010
```
Forces are in eV/Å.

- Among the records above, which one has the highest ΔE to the lowest compared entry with this formula, charge and spin?
  C5H7NO

- The highest HOMO level belongs to which entry?
  C5H7NO

- Among the records above, which one has the lowest largest force on an atom?
  C5H7NO